(1)
Density functional theory data (ωB97M-V/def2-TZVPD) for C6H10O3S as an isolated structure.

Geometry as XYZ:
```
20
Properties=species:S:1:pos:R:3:forces:R:3
C 0.3185 2.3717 2.3029 0.79 0.15 -0.17
C -0.5734 1.3884 1.3856 0.59 1.11 1.12
C -0.3430 1.6135 -0.1028 1.90 0.37 3.38
C -0.9420 0.5761 -0.9428 1.38 1.70 -0.86
C -0.0716 -1.9870 0.4264 1.78 2.23 -2.06
C 1.1368 -1.7502 0.9771 0.32 -0.47 2.62
H -0.0893 3.4789 2.0487 0.91 -2.54 1.02
H 1.6431 2.4470 1.7990 -4.30 -0.56 2.01
H 0.1374 1.9973 3.4971 0.99 1.47 -3.51
H -0.5495 2.6258 -0.3647 -1.08 0.85 -0.10
H 0.7700 1.7033 -0.2229 -0.74 -0.70 -0.06
H -1.9520 0.2504 -0.6369 0.60 0.17 -0.72
H -0.7019 1.2075 -1.8258 -1.56 -1.55 -1.02
H -1.0293 -2.6559 0.4845 2.37 1.36 -0.15
H 1.7921 -0.6580 0.6069 -1.70 -4.22 1.42
H 1.4553 -2.4888 1.8980 -0.42 2.28 -2.22
O -1.3822 0.5854 1.8200 1.21 1.12 -0.42
O 1.5888 -0.2932 -1.2050 -1.58 -0.08 -0.21
O -0.4317 -1.4242 -2.2566 0.62 -0.86 -0.93
S 0.1983 -0.7579 -1.1518 -2.09 -1.82 0.86
```
Forces are in eV/Å.

Relative energy (zero: lowest compared OMol25 entry of this formula, charge and spin) = 5.254 eV
E = -23355.42000 eV
Max |F| = 4.776 eV/Å
HOMO-LUMO gap = 0.3803 Eh
Lowest unoccupied orbital energy = 0.445 eV


(2)
Density functional theory data (ωB97M-V/def2-TZVPD) for one molecule with the formula C6H15N3S.

Geometry as XYZ:
```
25
Properties=species:S:1:pos:R:3:forces:R:3
H -0.4018 2.6338 0.2526 0.48 -0.11 -0.01
N -1.1191 1.9290 0.2646 0.40 -1.27 0.13
C -0.8058 0.7037 0.0647 -3.08 1.06 -0.95
N 0.4052 0.1233 -0.1660 -1.01 -3.50 -0.66
C 1.6199 0.9053 -0.1196 -0.53 0.80 -0.29
C 2.1935 1.2749 -1.5092 -1.07 1.92 -1.95
C 2.7417 0.3493 0.6747 2.93 -1.01 -1.54
N -2.1641 -0.2107 -0.1271 4.16 1.59 0.48
S -3.5250 0.8046 -0.2538 -0.34 -0.35 -0.02
C -2.2131 -1.2343 0.9064 -2.60 -1.71 -0.53
C -1.6035 -2.6116 0.5132 -0.57 0.07 3.23
H 0.3783 -0.8992 -0.5477 0.25 2.78 1.01
H 1.3031 1.7560 0.4988 0.21 0.35 -0.83
H 1.4907 1.5245 -2.3906 0.22 -0.47 1.81
H 2.8293 2.1889 -1.5220 -0.28 -0.56 0.62
H 2.8088 0.5230 -1.9622 0.43 -0.87 0.28
H 2.9761 -0.7447 0.4843 0.04 1.33 -0.41
H 2.7306 0.3929 1.7055 -1.04 0.27 2.37
H 3.6231 1.0560 0.4547 -0.84 -1.52 0.00
H -3.5361 0.8657 -1.5973 -0.04 -0.10 0.09
H -1.7773 -1.0334 1.8618 -0.01 1.10 0.72
H -3.3619 -1.4247 1.0144 2.09 0.37 0.23
H -0.6960 -2.9261 1.1074 -0.50 0.77 -1.05
H -2.3655 -3.2977 0.9098 0.29 -0.33 -0.66
H -1.5311 -2.6485 -0.5174 0.41 -0.58 -2.07
```
Forces are in eV/Å.

Relative energy (zero: lowest compared OMol25 entry of this formula, charge and spin) = 0.173 eV
E = -21768.12558 eV
Max |F| = 4.475 eV/Å
SMILES string = [H]/N=C(\NC(C)C)N(S)CC
HOMO-LUMO gap = 0.3282 Eh
Lowest unoccupied orbital energy = 0.789 eV


(3)
Density functional theory data (ωB97M-V/def2-TZVPD) for an isolated ion of composition C5H10NOS and charge +1.

Geometry as XYZ:
```
18
Properties=species:S:1:pos:R:3:forces:R:3
C -1.0281 -0.6864 -0.6118 -3.46 0.70 -0.43
C -1.3267 -2.0499 -0.2338 1.13 -0.63 1.51
C -1.9599 -0.5818 -1.8415 2.85 2.87 -0.88
C 1.5689 1.4161 -0.8902 2.31 5.10 1.56
C 0.4607 -0.7488 -0.9839 4.33 0.68 0.65
N 1.4232 0.1774 -0.2999 -2.05 -4.01 0.34
O -1.4992 0.2381 0.3216 -1.49 2.48 -0.47
S -1.0851 -3.4665 0.1650 -0.76 -0.10 -0.10
H -1.7633 0.4493 -2.3180 -0.35 -1.50 0.66
H -2.9602 -0.7115 -1.6197 -2.02 -0.28 0.56
H -1.5880 -1.3105 -2.4789 0.13 -1.28 -1.95
H 2.6060 1.9078 -0.6131 -1.31 -1.50 -0.98
H 1.4401 1.4642 -1.9740 0.10 -0.40 0.22
H 1.0134 2.2748 -0.4253 -0.67 -0.82 -0.53
H 0.5985 -0.4513 -2.0419 -0.48 -0.61 0.36
H 0.9252 -1.7827 -0.8062 -1.05 1.31 -0.53
H 1.5541 -0.0313 0.7097 -0.06 0.91 -1.32
H -2.2017 0.9536 -0.1007 2.83 -2.91 1.34
```
Forces are in eV/Å.

Relative energy (zero: lowest compared OMol25 entry of this formula, charge and spin) = 4.001 eV
E = -19708.91788 eV
Max |F| = 5.810 eV/Å
HOMO-LUMO gap = 0.2208 Eh
Charge = +1
Lowest unoccupied orbital energy = -6.173 eV


(4)
Density functional theory data (ωB97M-V/def2-TZVPD) for C12H15F7O17P2S2 as an isolated structure.

Geometry as XYZ:
```
55
Properties=species:S:1:pos:R:3:forces:R:3
O -5.2785 -1.1302 -0.5536 0.38 0.49 0.18
S -5.4548 -1.5539 -1.9019 -1.21 -1.37 0.13
O -6.8328 -0.8254 -2.4405 0.53 -0.81 -0.21
P -8.1046 -0.9860 -1.3180 -0.02 2.17 2.09
P -9.8454 -0.6297 -2.6190 -0.26 -0.98 -2.89
O -9.3784 -0.8434 -3.9932 0.23 0.08 -0.24
O -10.3427 0.9051 -2.4809 -0.16 -1.30 0.94
O -11.0690 -1.6901 -2.3611 1.06 1.09 1.28
O -4.3324 -0.7611 -2.9357 0.30 -0.54 -0.19
S -2.8021 -1.2808 -2.7849 1.62 3.01 1.50
O -1.9884 -0.3769 -3.5115 -0.49 -0.37 -2.04
O -2.3981 -1.2705 -1.4245 -1.21 -1.39 1.05
C -2.5783 -3.0347 -3.3652 -0.36 -0.85 -0.81
F -3.7184 -3.7332 -3.3662 -0.58 0.64 0.02
F -1.7973 -3.6276 -2.4715 0.46 0.26 0.19
C -1.9284 -3.1824 -4.7948 0.18 -1.01 0.07
F -2.4488 -4.3137 -5.3193 -0.01 -0.08 0.09
F -2.2438 -2.2080 -5.6338 0.02 0.56 0.27
C -0.3739 -3.4391 -4.7586 -0.52 0.89 -1.30
F -0.1210 -4.6912 -4.4646 0.18 -0.38 0.63
F 0.2645 -2.5991 -3.9700 0.08 0.06 0.72
F 0.0645 -3.2134 -5.9984 0.09 -0.08 -0.32
H -8.2051 -2.3304 -0.8547 -0.02 -0.19 -1.11
H -10.8954 1.0514 -3.2706 0.20 0.21 0.13
H -10.8629 -2.1962 -1.5574 -0.50 -0.09 -0.17
C -0.0588 0.3797 0.3891 -0.21 -0.14 -0.40
C -0.3278 1.6693 1.1210 -0.18 0.33 -0.17
O 0.0252 1.3446 2.4663 0.17 -0.25 -0.13
C 0.9005 0.3054 2.4225 0.03 -0.08 0.08
O 1.5133 -0.0949 3.3572 0.05 0.03 0.01
O 0.9839 -0.2121 1.1691 -0.06 0.28 0.26
H 0.2669 0.5390 -0.6369 0.15 -0.12 0.07
H -0.9208 -0.2885 0.3869 0.02 0.02 0.02
H 0.3082 2.4885 0.7766 0.02 -0.03 0.02
H -1.3684 1.9800 1.0559 0.02 -0.02 0.21
C 3.3018 3.0145 2.6515 -0.30 -0.36 0.19
C 4.7703 2.8281 2.3848 0.38 -0.33 0.07
O 5.1560 4.1035 1.8528 -0.36 0.17 0.04
C 4.2618 5.0199 2.3023 0.05 0.09 -0.01
O 4.3862 6.1956 2.1826 -0.02 0.02 0.00
O 3.2037 4.4168 2.9078 0.30 0.06 -0.22
H 2.9553 2.4373 3.5068 -0.04 0.16 0.05
H 2.6827 2.7705 1.7829 0.03 0.05 -0.02
H 5.3389 2.6343 3.2991 -0.39 0.24 -0.44
H 4.9691 2.0318 1.6694 0.07 0.17 -0.12
C 8.3872 0.3006 3.2043 0.28 -0.09 -0.36
C 8.7370 0.0083 4.6412 0.35 -0.23 0.13
O 7.8420 0.8580 5.3594 -0.17 0.03 -0.29
C 6.7821 1.1131 4.5531 -0.07 -0.04 0.25
O 5.7824 1.6519 4.9063 0.23 -0.25 0.29
O 7.0109 0.6728 3.2888 0.03 0.04 0.31
H 8.5167 -0.5629 2.5553 -0.22 0.03 -0.03
H 8.9552 1.1392 2.7963 -0.03 0.02 0.05
H 8.5381 -1.0290 4.9188 -0.05 0.03 -0.02
H 9.7719 0.2452 4.8786 -0.10 0.14 0.14
```
Forces are in eV/Å.

E = -106763.80363 eV
Max |F| = 3.735 eV/Å
HOMO-LUMO gap = 0.3281 Eh
Lowest unoccupied orbital energy = -1.021 eV


(5)
Density functional theory data (ωB97M-V/def2-TZVPD) for a 12-piece molecular cluster, C12H48N16O12 overall.

Geometry as XYZ:
```
88
Properties=species:S:1:pos:R:3:forces:R:3
N -3.9914 0.0876 -2.1481 -3.51 2.73 2.22
C -3.1245 -0.7500 -2.6711 -3.79 -7.40 -3.87
N -1.9676 -0.3171 -2.8503 4.89 4.35 0.24
O -3.4497 -1.9665 -3.1891 0.35 4.55 3.11
H -4.9732 -0.0903 -2.3296 0.39 -0.27 0.14
H -3.8573 0.9700 -1.5763 0.47 -1.68 -1.20
H -1.2644 -0.8929 -3.2222 0.68 -0.98 -0.49
H -1.7866 0.7559 -2.7602 0.04 -2.75 0.26
N -1.2217 -0.5231 4.5215 -0.44 -1.66 3.64
C -0.9155 -0.0431 3.3429 4.95 4.20 -0.15
N -1.7857 -0.3928 2.4718 -1.41 0.81 -5.23
O 0.1255 0.8100 3.1096 -4.51 -3.64 1.22
H -0.5513 -0.4529 5.2814 -0.29 -0.21 -0.29
H -2.0612 -1.1608 4.6229 1.88 1.42 -0.04
H -1.6693 0.0836 1.5234 -0.67 -0.93 1.71
H -2.2678 -1.3099 2.4010 0.90 1.93 0.80
N -1.4927 2.2886 -2.6134 -2.61 0.16 -0.84
C -0.2452 2.4572 -2.9442 3.96 3.45 5.56
N 0.0088 1.9910 -4.1400 2.51 1.23 -4.33
O 0.6806 2.9947 -2.0199 -4.13 -3.14 -5.78
H -1.7238 2.6474 -1.6993 -0.87 1.13 1.61
H -2.1938 2.2515 -3.3924 0.86 0.63 1.29
H 0.8580 2.3993 -4.5774 -0.73 -0.67 0.18
H -0.6607 1.5718 -4.8293 0.62 0.91 1.25
N -2.9469 -2.6616 2.1029 2.56 -1.85 1.18
C -2.7598 -2.6519 0.7861 2.50 -0.72 -3.44
N -3.8874 -2.4385 0.1143 0.26 0.37 -1.94
O -1.5325 -2.8466 0.1252 -6.08 0.79 3.51
H -2.0717 -2.9642 2.5755 -0.59 -0.28 0.41
H -3.7435 -2.4994 2.6889 -0.63 -0.12 -0.69
H -3.7294 -2.3794 -0.9051 -0.77 -0.03 0.37
H -4.7776 -2.1548 0.5518 1.09 -0.38 -0.53
N -1.5437 4.2108 1.8238 -1.15 1.44 3.78
C -1.1329 3.8265 0.6894 -6.24 -1.14 -6.62
N 0.0915 3.5875 0.5663 4.75 -1.78 -2.86
O -2.0392 3.6769 -0.3922 3.37 0.47 4.30
H -2.4642 4.3573 2.0823 -2.04 0.12 -0.27
H -0.9255 4.5683 2.5012 1.08 0.04 0.66
H 0.2958 3.1772 -0.3666 0.07 0.66 0.26
H 0.7823 3.2745 1.2530 -0.89 0.64 0.57
N 0.5365 -2.7983 1.9156 4.36 2.85 -2.35
C 0.4032 -3.2892 3.0746 3.76 1.56 6.75
N -0.7308 -3.9861 3.1654 -3.00 -2.07 4.83
O 1.2109 -2.9927 4.1795 -4.25 -1.76 -5.47
H 1.3334 -2.1431 1.8661 -0.43 -0.28 -0.38
H -0.0539 -2.7606 1.1116 -1.23 -0.60 -0.03
H -0.9999 -4.2358 4.1818 0.88 0.15 -2.46
H -1.0259 -4.6370 2.4683 0.24 -0.37 -0.40
N 1.1571 -2.2408 -4.8538 0.57 -2.21 -0.19
C 1.4507 -0.9415 -4.7881 2.68 1.33 -7.52
N 0.9667 -0.3803 -3.7582 -1.62 4.78 4.32
O 2.0105 -0.2555 -5.8110 -2.30 -2.63 4.14
H 1.4834 -2.8176 -5.6195 0.15 0.36 0.35
H 0.9378 -2.6803 -3.9593 -0.30 -0.12 -0.79
H 0.6977 0.6949 -3.8684 1.41 -3.34 0.73
H 0.6444 -0.8892 -2.9254 0.19 0.10 -0.85
N 2.0285 2.4276 2.0799 -2.02 -2.18 0.21
C 2.8226 3.1884 2.7797 -2.05 0.37 9.23
N 3.6010 3.8538 2.0254 5.44 4.94 -1.97
O 2.7857 3.3881 4.2050 0.28 -1.24 -7.57
H 1.2810 1.8996 2.5957 0.72 -0.03 -0.69
H 2.3180 2.2420 1.1001 -0.61 -0.54 1.51
H 4.2568 4.5102 2.5038 -0.95 -0.96 -0.58
H 3.4674 4.0889 1.0295 -0.22 -0.57 1.15
C 3.0527 -0.6773 2.8342 -0.16 -0.25 1.62
O 2.4129 -0.7755 1.5768 0.55 -0.37 -0.55
H 2.3240 -0.2692 3.5387 0.36 0.55 0.05
H 3.9637 -0.0950 2.7502 0.09 0.26 0.16
H 3.2937 -1.6348 3.3191 -0.08 -0.12 -0.94
H 2.4077 0.1344 1.2708 -0.35 0.05 -0.29
C -0.2859 0.2917 -0.0609 1.66 -2.51 -1.36
O -1.6326 0.5766 0.0382 -1.05 1.03 -1.05
H 0.2030 0.3851 -1.0383 -0.60 0.54 -0.26
H -0.1332 -0.7723 0.1666 0.07 0.11 0.20
H 0.3133 0.8254 0.6080 0.30 1.08 1.21
H -2.0770 0.1362 -0.6990 0.17 -0.10 0.28
C 3.3283 0.6310 -1.2139 0.68 0.67 -1.66
O 2.7114 1.5551 -0.3590 0.40 1.62 0.18
H 3.4782 -0.3195 -0.7878 -0.46 -1.11 1.02
H 4.3245 0.9265 -1.4836 0.68 0.51 -0.04
H 2.8044 0.5481 -2.1563 -0.46 -0.14 -0.16
H 3.0134 2.4829 -0.5691 -0.50 -1.69 -0.29
C 1.3459 -2.8046 -1.4499 0.35 0.68 -0.40
O 0.0931 -2.5496 -2.0816 0.61 -0.44 -0.65
H 1.5465 -1.8988 -0.8537 0.68 -0.47 -0.06
H 2.0719 -2.9402 -2.2896 -0.19 0.16 1.02
H 1.3621 -3.6814 -0.7898 -0.17 0.11 -0.30
H -0.5889 -2.8120 -1.4768 -1.14 -0.12 0.61
```
Forces are in eV/Å.

Relative energy (zero: lowest compared OMol25 entry of this formula, charge and spin) = 11.942 eV
E = -61630.74605 eV
Max |F| = 9.466 eV/Å
SMILES string = NC(N)=O.NC(N)=O.NC(N)=O.NC(N)=O.NC(N)=O.NC(N)=O.NC(N)=O.NC(N)=O.CO.CO.CO.CO
HOMO-LUMO gap = 0.3054 Eh
Lowest unoccupied orbital energy = -0.270 eV


(6)
Density functional theory data (ωB97M-V/def2-TZVPD) for a 2-piece molecular cluster, C2H6OS overall.

Geometry as XYZ:
```
10
Properties=species:S:1:pos:R:3:forces:R:3
C -1.4275 1.3335 -1.1055 -0.02 0.50 -0.43
O -0.7167 0.6362 -1.7753 0.03 0.03 0.21
H -1.2558 2.4329 -1.0062 0.07 -0.38 0.06
H -2.3302 0.9477 -0.6145 -0.08 -0.15 0.20
C 0.8415 -1.3559 0.7571 0.15 -0.88 0.10
S 1.4903 0.1734 1.4158 0.15 0.26 0.38
H 1.4088 -1.7538 -0.0816 0.17 0.14 0.05
H 0.9043 -2.0809 1.5821 0.02 0.23 -0.26
H -0.1885 -1.3058 0.4537 -0.45 0.25 -0.04
H 1.2739 0.9730 0.3744 -0.05 0.01 -0.28
```
Forces are in eV/Å.

Relative energy (zero: lowest compared OMol25 entry of this formula, charge and spin) = 0.549 eV
E = -15052.88229 eV
Max |F| = 0.901 eV/Å
SMILES string = C=O.CS
HOMO-LUMO gap = 0.3552 Eh
Lowest unoccupied orbital energy = 0.647 eV


(7)
Density functional theory data (ωB97M-V/def2-TZVPD) for a 2-piece molecular cluster, C2H10N4S overall.

Geometry as XYZ:
```
17
Properties=species:S:1:pos:R:3:forces:R:3
C -1.1469 -0.5985 -0.2047 -0.64 -0.14 -0.37
C 1.5295 -0.8290 -1.2707 0.89 -0.64 0.34
N -2.2247 0.0439 0.0588 -0.48 -0.34 -1.29
N 1.0342 -0.0592 0.0176 -0.93 -3.69 0.26
N -2.3210 1.2415 0.6253 3.92 1.31 0.81
N 1.4004 -0.5716 1.1983 0.93 0.98 1.73
S 1.2578 1.5263 -0.3327 -0.03 2.10 -2.18
H -1.2346 -1.5165 -0.8009 0.23 0.21 0.35
H 0.8309 -0.9539 -2.1010 -0.58 0.39 0.63
H 2.2783 -0.0935 -1.5772 0.41 -0.93 -0.35
H 1.9527 -1.8481 -1.0307 -0.41 1.34 0.19
H -3.1467 -0.3173 -0.3348 1.16 0.24 0.73
H -1.4004 1.8036 0.7346 -2.52 -1.42 -0.33
H -3.1822 1.7002 0.7346 -1.32 0.31 -0.05
H 1.6791 0.0923 2.0158 -0.83 -1.57 -2.03
H 1.2881 -1.5874 1.4133 0.10 1.17 -0.63
H 1.4057 1.9673 0.8544 0.11 0.67 2.18
```
Forces are in eV/Å.

Relative energy (zero: lowest compared OMol25 entry of this formula, charge and spin) = 5.836 eV
E = -19007.14987 eV
Max |F| = 4.218 eV/Å
HOMO-LUMO gap (spin up / spin down) = 0.2864 / 0.2973 Eh
Charge = +2
Lowest unoccupied orbital energy (spin up / spin down) = -10.396 / -10.421 eV


- Which value of max |F| does entry 5 give?
  9.466 eV/Å